Entry 1:
# C3H9NO

A 2-piece molecular cluster, C3H9NO overall (wB97M-V/def2-TZVPD, OMol25).

Each line ends with the Löwdin charge.
Positions of all 14 atoms, in Å:
N1 -0.903 1.128 1.692  -0.0169
C1 -1.017 0.043 0.704  -0.3140
C2 -1.609 0.670 -1.650  -0.0050
C3 -1.949 0.462 -0.395  -0.2042
H1 -0.088 1.736 1.560  0.0682
H2 -0.591 0.734 2.584  0.0592
H3 -1.383 -0.787 1.310  0.1052
H4 -0.126 -0.348 0.189  0.1020
H5 -2.312 0.950 -2.422  0.0492
H6 -0.558 0.671 -1.921  0.0568
H7 -2.917 0.651 0.078  0.0997
H8 4.631 -2.224 -1.324  0.0129
H9 4.276 -2.070 0.205  0.0413
O1 4.544 -1.616 -0.609  -0.0544

Values from the calculation:
**Structure (SMILES)**: C=CCN.O
**2S+1**: 1
**ΔE to the lowest compared entry with this formula, charge and spin**: 41.6 kcal/mol
**Highest occupied orbital energy**: -9.6 eV
**HOMO-LUMO gap**: 0.382 hartree

---

Entry 2:
# C18H33N3O3

A 2-piece molecular cluster, C18H33N3O3 overall (wB97M-V/def2-TZVPD, OMol25).

Each line ends with the Löwdin charge.
Positions of all 57 atoms, in Å:
O1 -1.854 -2.015 -0.932  0.0331
O2 1.532 -4.688 0.028  0.0421
O3 0.448 -2.229 3.237  -0.0639
C1 -2.150 -2.161 0.245  -0.5720
C2 0.441 -4.127 -0.039  -0.4461
N1 -0.479 -4.502 -0.937  0.0338
N2 0.514 1.159 -3.193  0.0393
N3 -1.318 -2.676 1.147  0.1243
C3 -3.527 -1.777 0.732  0.0063
C4 -0.325 -5.589 -1.905  -0.0467
C5 2.568 2.322 -2.722  -0.0717
C6 -0.586 3.798 1.309  -0.1225
C7 -1.113 1.350 1.212  -0.1130
C8 1.170 2.108 1.923  -0.1158
C9 -0.894 2.659 -0.911  -0.0914
C10 1.384 3.425 -0.194  -0.0980
C11 0.858 0.968 -0.292  -0.0936
C12 1.055 2.327 -2.491  -0.3903
C13 -1.370 2.713 0.552  -0.2808
C14 0.916 3.476 1.269  -0.2849
C15 0.388 1.018 1.173  -0.2780
C16 0.620 2.335 -0.992  -0.3708
C17 0.774 -3.245 2.304  -0.1995
C18 0.113 -2.978 0.942  -0.1628
H1 1.024 -2.320 4.002  0.0942
H2 -1.292 -3.904 -1.019  0.0972
H3 0.810 1.145 -4.168  0.0725
H4 0.770 0.294 -2.719  0.0652
H5 -1.634 -2.703 2.104  0.1422
H6 -3.437 -1.015 1.504  0.0776
H7 -4.028 -2.654 1.134  0.0845
H8 -4.100 -1.379 -0.106  0.0898
H9 -1.290 -6.062 -2.089  0.0813
H10 0.371 -6.340 -1.525  0.0838
H11 0.064 -5.191 -2.844  0.0853
H12 3.020 3.255 -2.374  0.0676
H13 2.783 2.231 -3.791  0.0733
H14 3.042 1.484 -2.204  0.0767
H15 -0.929 3.847 2.347  0.1160
H16 -0.771 4.777 0.855  0.1170
H17 -1.676 0.577 0.682  0.1001
H18 -1.464 1.364 2.249  0.1205
H19 0.858 2.132 2.972  0.1175
H20 2.240 1.877 1.904  0.1183
H21 -1.096 3.620 -1.395  0.1226
H22 -1.468 1.897 -1.450  0.1228
H23 1.230 4.402 -0.663  0.1281
H24 2.459 3.219 -0.199  0.1145
H25 0.307 0.173 -0.807  0.1038
H26 1.920 0.707 -0.324  0.1218
H27 0.656 3.227 -2.970  0.1369
H28 -2.440 2.942 0.582  0.1365
H29 1.471 4.251 1.808  0.1362
H30 0.563 0.049 1.648  0.1172
H31 0.435 -4.208 2.691  0.1289
H32 1.858 -3.279 2.177  0.1283
H33 0.577 -2.084 0.525  0.1447

Values from the calculation:
**Structure (SMILES)**: C[C@@H](N)[C@]12C[C@H]3C[C@H](C[C@H](C3)C1)C2.CNC(=O)[C@H](CO)NC(C)=O
**2S+1**: 1
**ΔE to the lowest compared entry with this formula, charge and spin**: 0.0 kcal/mol
**Highest occupied orbital energy**: -8.7 eV
**HOMO-LUMO gap**: 0.337 hartree

---

Entry 3:
# C3H6N2O2S

A 4-piece molecular cluster, C3H6N2O2S overall (wB97M-V/def2-TZVPD, OMol25).

Each line ends with the Löwdin charge.
Positions of all 14 atoms, in Å:
C1 -2.402 -0.728 0.189  -0.1391
C2 0.804 0.677 -0.168  -0.4040
C3 2.000 -0.280 -0.120  -0.7968
H1 -3.512 0.846 0.488  0.2029
H2 -2.745 -1.419 -1.211  0.1824
H3 -2.347 -1.652 1.764  0.1776
H4 0.562 2.639 -0.051  0.1839
H5 2.314 1.732 0.157  0.0542
H6 0.445 -1.822 -0.085  -0.0115
N1 -0.441 0.566 -0.324  0.0164
N2 1.328 1.883 0.274  0.0989
O1 -1.019 -0.701 -0.637  -0.4364
O2 3.066 0.234 -0.326  -0.0097
S1 1.946 -1.975 0.050  0.8815

Values from the calculation:
**2S+1**: 1
**ΔE to the lowest compared entry with this formula, charge and spin**: 330.6 kcal/mol
**Highest occupied orbital energy**: -9.1 eV
**HOMO-LUMO gap**: 0.271 hartree

---

Entry 4:
# C6H10N2

A 2-piece molecular cluster, C6H10N2 overall (wB97M-V/def2-TZVPD, OMol25).

Each line ends with the Löwdin charge.
Positions of all 18 atoms, in Å:
C1 0.362 1.784 0.331  -0.0613
C2 -2.104 -0.314 -0.689  -0.2074
C3 -1.511 -1.267 -0.042  -0.0994
C4 1.079 0.476 0.151  -0.4953
N1 1.200 0.082 -1.208  0.0762
C5 -0.940 -2.376 0.363  0.0242
C6 1.729 -0.149 1.143  0.0003
N2 -3.094 0.378 -0.959  0.1285
H1 1.269 0.852 -1.859  0.0815
H2 1.976 -0.553 -1.354  0.0844
H3 -2.963 1.372 -1.116  0.0494
H4 1.020 2.622 0.093  0.0836
H5 -0.443 1.857 -0.400  0.0526
H6 -0.044 1.845 1.337  0.0822
H7 0.065 -2.327 0.768  0.0389
H8 -1.440 -3.334 0.297  0.0603
H9 2.376 -0.995 0.977  0.0488
H10 1.464 0.048 2.168  0.0525

Values from the calculation:
**Structure (SMILES)**: C=C(C)N.C=C=C=N
**2S+1**: 1
**ΔE to the lowest compared entry with this formula, charge and spin**: 87.9 kcal/mol
**Highest occupied orbital energy**: -8.4 eV
**HOMO-LUMO gap**: 0.311 hartree

---

Entry 5:
# C4H11NO2PS

C4H11NO2PS as an isolated structure (wB97M-V/def2-TZVPD, OMol25).

Each line ends with the Löwdin charge.
Positions of all 20 atoms, in Å:
C1 -1.389 0.181 0.119  -0.1412
C2 0.028 1.092 -1.862  -0.1718
C3 2.487 -1.648 1.784  -0.2894
C4 -0.257 1.068 -0.356  -0.7736
N1 2.401 -0.207 1.587  -0.2674
O1 2.331 -0.550 -1.072  -0.3441
O2 2.537 1.754 -0.223  -0.3818
P1 2.395 0.311 0.092  0.2670
S1 -0.478 2.819 0.241  0.6676
H1 -2.252 0.816 0.513  0.0704
H2 -1.718 -0.488 -0.759  0.0967
H3 -0.957 -0.441 0.883  0.0569
H4 0.541 1.893 -2.415  0.0746
H5 -0.920 1.193 -2.381  0.0573
H6 0.612 0.175 -2.081  0.0600
H7 3.535 -1.941 2.029  0.0536
H8 1.667 -1.967 2.382  0.0218
H9 2.266 -2.180 0.712  0.0819
H10 0.644 0.724 0.277  0.0074
H11 0.872 2.888 0.262  -0.1460

Values from the calculation:
**2S+1**: 1
**ΔE to the lowest compared entry with this formula, charge and spin**: 48.3 kcal/mol
**Highest occupied orbital energy**: -4.8 eV
**Total charge**: -1
**HOMO-LUMO gap**: 0.301 hartree

---

Entry 6:
# C2H6O

A 2-piece molecular cluster, C2H6O overall (wB97M-V/def2-TZVPD, OMol25).

Each line ends with the Löwdin charge.
Positions of all 9 atoms, in Å:
C1 -0.869 -0.676 0.264  -0.0163
C2 0.441 -0.464 0.208  -0.3144
O1 1.276 -0.793 1.233  -0.0081
H1 -1.324 -1.125 1.141  0.0599
H2 -0.629 1.835 -1.023  0.0078
H3 -1.502 -0.403 -0.573  0.0401
H4 0.913 -0.015 -0.667  0.0952
H5 -0.526 2.247 -1.635  0.0404
H6 2.175 -0.536 1.006  0.0954

Values from the calculation:
**Structure (SMILES)**: [H][H].C=CO
**2S+1**: 1
**ΔE to the lowest compared entry with this formula, charge and spin**: 34.5 kcal/mol
**Highest occupied orbital energy**: -9.1 eV
**HOMO-LUMO gap**: 0.365 hartree

---

Entry 7:
# C3H8OSi

A 2-piece molecular cluster, C3H8OSi overall (wB97M-V/def2-TZVPD, OMol25).

Each line ends with the Löwdin charge.
Positions of all 13 atoms, in Å:
C1 -0.645 -0.107 1.535  -0.4121
C2 0.739 1.364 -0.089  -0.1755
C3 0.015 0.141 0.238  -0.4706
O1 -0.772 0.674 2.471  0.0105
Si1 -0.517 -0.973 -1.310  0.6569
H1 -1.048 -1.161 1.497  0.0988
H2 0.338 2.212 0.650  0.1317
H3 0.592 1.596 -1.215  0.0788
H4 1.830 1.181 0.062  0.0831
H5 1.449 -1.073 1.091  0.2119
H6 0.755 -1.917 -1.178  -0.0503
H7 -0.990 -0.098 -2.453  -0.0685
H8 -1.747 -1.838 -1.300  -0.0946

Values from the calculation:
**2S+1**: 1
**ΔE to the lowest compared entry with this formula, charge and spin**: 130.9 kcal/mol
**Highest occupied orbital energy (alpha / beta)**: -9.3 / -9.8 eV
**HOMO-LUMO gap (alpha / beta)**: 0.303 / 0.315 hartree

---

Entry 8:
# C3H26N2O9

A 9-piece molecular cluster, C3H26N2O9 overall (wB97M-V/def2-TZVPD, OMol25).

Each line ends with the Löwdin charge.
Positions of all 40 atoms, in Å:
C1 2.314 0.017 0.851  -0.1336
C2 1.913 0.277 2.356  -0.2164
O1 2.266 -0.998 2.929  -0.1632
N1 1.034 -0.046 -0.025  -0.0701
C3 0.694 -1.358 -0.694  -0.2532
N2 -0.639 -1.902 -0.214  0.0070
H1 2.831 -1.010 0.659  0.1363
H2 2.933 0.848 0.593  0.0800
H3 2.302 1.159 2.840  0.1081
H4 0.853 0.290 2.467  0.0747
H5 2.727 -0.867 3.885  0.1776
H6 1.059 0.755 -0.665  0.0491
H7 1.501 -2.083 -0.525  0.0958
H8 0.645 -0.966 -1.858  0.1200
H9 -1.524 -1.497 -0.724  0.0868
H10 -0.722 -1.588 0.692  -0.0207
H11 -1.362 1.818 -0.216  -0.0495
H12 -0.834 2.353 1.181  0.0188
O2 -1.183 2.482 0.331  0.0244
H13 1.855 -1.663 -3.019  0.0189
H14 2.360 -2.108 -4.463  -0.0121
O3 1.673 -2.140 -3.860  -0.0442
H15 -1.826 3.558 -1.569  0.0116
H16 -2.999 3.476 -2.542  0.0802
O4 -2.047 3.229 -2.431  -0.0598
H17 -0.715 0.552 -3.085  0.1025
H18 -0.608 2.116 -3.233  -0.0120
O5 -0.118 1.373 -2.896  -0.1013
H19 -3.789 -1.928 0.819  0.0488
H20 -4.650 -1.260 -0.082  0.0760
O6 -3.856 -1.895 -0.195  -0.1311
H21 2.001 2.564 -2.063  0.0269
H22 3.060 1.950 -3.030  0.0144
O7 2.637 1.869 -2.204  -0.0350
H23 -3.709 -0.586 4.003  0.0650
H24 -2.560 -0.508 2.919  0.0228
O8 -3.529 -0.591 3.023  -0.0902
H25 -0.245 -2.564 3.590  -0.0050
H26 0.495 -1.417 3.078  -0.1305
O9 -0.237 -1.708 3.378  0.0820

Values from the calculation:
**Structure (SMILES)**: NCNCCO.O.O.O.O.O.O.O.O
**2S+1**: 1
**ΔE to the lowest compared entry with this formula, charge and spin**: 105.3 kcal/mol
**Highest occupied orbital energy**: -8.3 eV
**HOMO-LUMO gap**: 0.321 hartree